Run w
Molecular formula: C3H12NO2S2
Method: DFT, ωB97M-V with the def2-TZVPD basis set

Last column: Löwdin charge in e.
CARTESIAN COORDINATES (ANGSTROEM)
N -1.3919 0.4942 0.0977  0.189
C -0.0876 0.9817 -0.4947  -0.335
C -0.2802 2.2995 -1.2409  -0.156
O -1.5321 2.8654 -0.7974  -0.049
C 0.6696 -0.0114 -1.3464  -0.524
S 1.4706 -1.3771 -0.5263  0.549
S 0.0564 -2.1731 0.6865  0.426
H -1.2325 -0.4685 0.4352  0.014
H -2.1871 0.4972 -0.5363  0.173
H -1.5529 1.0510 0.9331  0.149
H 0.4922 1.1275 0.4155  0.131
H -0.2690 2.1821 -2.2781  0.116
H 0.4696 2.9630 -0.8714  0.132
H -1.7647 3.5279 -1.4485  0.102
H 0.0343 -0.3241 -2.1550  0.091
H 1.4478 0.5041 -1.8784  0.092
H -0.1047 -3.3446 0.0452  -0.143
H 0.1968 -0.4951 3.2270  0.053
H -0.6073 0.8365 3.1540  0.055
O 0.0637 0.3108 2.7112  -0.064

The calculation puts the HOMO energy at -12.9 eV. As for the charge: +1.

---

Run x
Molecular formula: C3H12NO2S2
Method: DFT, ωB97M-V with the def2-TZVPD basis set

Last column: Löwdin charge in e.
CARTESIAN COORDINATES (ANGSTROEM)
N -0.1997 -0.9944 0.3001  0.160
C -0.0321 0.4306 -0.2969  -0.307
C -0.2455 0.5206 -1.8644  -0.278
O -1.3991 -0.0651 -2.2590  -0.070
C 1.4334 0.8666 -0.0594  -0.604
S 2.0425 0.9348 1.5660  0.503
S 3.1533 -0.7740 2.0479  0.412
H 0.7431 -1.3296 0.7996  0.144
H -0.4402 -1.7013 -0.4634  0.183
H -1.0693 -0.8130 0.9913  0.158
H -0.8390 0.9693 0.2687  0.153
H 0.5755 -0.0548 -2.3665  0.146
H -0.2578 1.5950 -2.1280  0.144
H -2.0711 0.6777 -2.5802  0.185
H 2.1166 0.0800 -0.5418  0.100
H 1.7246 1.7943 -0.6210  0.109
H 3.7874 -1.0243 0.9946  -0.243
H -2.8099 -0.6142 2.7905  0.020
H -3.4637 0.0429 1.5386  0.097
O -2.7489 -0.5412 1.8833  -0.013

The calculation puts the HOMO energy at -12.2 eV. As for the charge: +1.

---

It turns out run w is the most stable, with the second structure 0.0430 hartree higher.

---

Run w
Molecular formula: CH2N2O2S2
Method: DFT, ωB97M-V with the def2-TZVPD basis set

Last column: Löwdin charge in e.
CARTESIAN COORDINATES (ANGSTROEM)
C -1.2314 0.5727 -3.7950  -0.764
N -0.8834 0.5236 -4.8497  0.131
N 0.3185 -0.1578 -0.0443  -0.041
O 0.8435 -0.4657 -2.4465  -0.298
O 0.7641 1.7959 -1.5152  -0.311
S -1.8432 0.6792 -2.2317  0.776
S 0.2783 0.4657 -1.5411  0.384
H 0.2754 -1.1128 -0.2711  0.057
H 0.1436 0.1648 0.8453  0.067

The calculation puts the HOMO energy at -10.4 eV. Its SMILES is N#CSS(N)(=O)=O.

---

Run x
Molecular formula: CH2N2O2S2
Method: DFT, ωB97M-V with the def2-TZVPD basis set

Last column: Löwdin charge in e.
CARTESIAN COORDINATES (ANGSTROEM)
C 0.3402 -0.3382 0.0352  -1.005
N -0.8538 -0.6878 -0.0633  0.031
N -1.9678 0.0366 0.0406  -0.490
O -2.6191 0.2360 -0.9292  0.130
O -2.1207 0.3829 1.1955  0.077
S 1.6059 -1.5570 0.1909  0.751
S 0.8783 1.4202 0.2015  0.767
H 2.7249 -0.7198 -0.2974  -0.053
H 2.0121 1.2270 -0.3737  -0.207

The calculation puts the HOMO energy at -10.3 eV. Its SMILES is O=[N+]([O-])N=C(S)S.

---

Run y
Molecular formula: CH2N2O2S2
Method: DFT, ωB97M-V with the def2-TZVPD basis set

Last column: Löwdin charge in e.
CARTESIAN COORDINATES (ANGSTROEM)
C -3.8179 0.1601 0.3243  -0.851
N -3.0504 -0.6639 0.8030  -0.054
N -1.2186 0.6485 -0.5775  -0.048
O -0.6958 -1.1023 1.2076  -0.234
O -1.7547 -1.8045 -0.9206  -0.293
S -4.8187 1.0673 -0.4253  0.796
S -1.4980 -0.8417 0.1263  0.534
H -0.2908 0.8826 -0.4536  0.036
H -1.6030 0.5837 -1.5650  0.114

The calculation puts the HOMO energy at -10.1 eV. Its SMILES is NS(=O)(=O)N=C=S.

---

It turns out run y is the most stable, with the second structure 0.0256 hartree higher.

---

Run w
Molecular formula: C4H3IN2
Method: DFT, ωB97M-V with the def2-TZVPD basis set

Last column: Löwdin charge in e.
CARTESIAN COORDINATES (ANGSTROEM)
C -1.4129 -1.8868 -0.9814  -0.312
C -1.6156 -1.3995 1.2876  -0.375
C 0.1296 -0.1959 0.1715  -0.047
C -1.1071 -0.9745 0.0383  -0.478
N -1.6132 -2.5677 -1.8743  0.213
N -1.7376 -1.6331 2.3720  0.218
I -3.5803 0.3663 -0.3635  0.398
H 0.8769 -0.9784 0.6376  0.155
H 0.5177 -0.0300 -0.8504  0.103
H 0.0112 0.6258 0.9361  0.125

The calculation puts the HOMO energy (spin up / spin down) at -10.0 / -10.0 eV.

---

Run x
Molecular formula: C4H3IN2
Method: DFT, ωB97M-V with the def2-TZVPD basis set

Last column: Löwdin charge in e.
CARTESIAN COORDINATES (ANGSTROEM)
C 1.3799 -0.3679 -0.3411  -0.337
C 0.3805 0.6411 1.6283  -0.321
C -1.6023 0.2506 -1.3169  0.075
C 1.0661 -0.4053 1.0135  -0.701
N 1.6689 -0.3801 -1.4750  0.202
N -0.0416 1.6314 2.0688  0.198
I 1.7016 -2.0411 2.1955  0.939
H -1.2160 -0.8559 -1.3053  0.038
H -1.0175 0.9810 -1.8026  -0.030
H -2.3196 0.5461 -0.6651  -0.062

The calculation puts the HOMO energy (spin up / spin down) at -9.8 / -9.0 eV.

---

It turns out run w is the most stable, with the second structure 0.0686 hartree higher.

---

Run w
Molecular formula: C3H10NO
Method: DFT, ωB97M-V with the def2-TZVPD basis set

Last column: Löwdin charge in e.
CARTESIAN COORDINATES (ANGSTROEM)
C 1.1867 0.3267 1.8283  0.014
N 1.1399 -0.9853 1.0749  0.148
H 0.1956 0.7656 1.7927  0.096
H 1.5658 0.1893 2.8357  0.118
H 1.8737 0.9672 1.2806  0.109
H 0.7568 -0.9163 0.1070  0.113
H 0.4977 -1.6239 1.5521  0.174
H 2.0770 -1.3948 1.0703  0.181
C -2.0775 0.7318 -1.9760  0.313
C -1.2204 0.1206 -1.0666  -0.057
O 0.0499 0.0329 -1.2793  0.146
H -1.7427 1.4164 -2.7536  0.134
H -3.1172 0.4494 -2.1359  0.137
H -1.5730 -0.3759 -0.1671  0.167
H 0.3876 0.2964 -2.1631  0.205

The calculation puts the HOMO energy (spin up / spin down) at -20.9 / -22.5 eV. The expectation value of S² is 0.75. As for the charge: +2. The multiplicity is 2.

---

Run x
Molecular formula: C3H10NO
Method: DFT, ωB97M-V with the def2-TZVPD basis set

Last column: Löwdin charge in e.
CARTESIAN COORDINATES (ANGSTROEM)
C 0.7144 2.2696 0.8779  0.041
N -0.0123 1.2119 0.0414  0.146
H 1.1624 1.7334 1.7048  0.107
H 1.4922 2.7138 0.2693  0.112
H -0.0095 3.0123 1.1923  0.116
H -0.7825 0.8712 0.6226  0.162
H 0.5815 0.4383 -0.2378  0.117
H -0.4445 1.6361 -0.7845  0.178
C -0.0751 -1.9563 0.4826  0.265
C -0.7766 -2.0585 -0.7277  -0.044
O -0.4936 -1.2685 -1.7187  0.152
H 0.9812 -1.7220 0.4006  0.128
H -0.5517 -2.2745 1.4064  0.131
H -1.4865 -2.8563 -0.9768  0.186
H -0.2992 -1.7505 -2.5524  0.203

The calculation puts the HOMO energy (spin up / spin down) at -21.1 / -22.6 eV. The expectation value of S² is 0.75. As for the charge: +2. The multiplicity is 2.

---

It turns out run w is the most stable, with the second structure 0.0192 hartree higher.

---

Run w
Molecular formula: C3H6N2S3
Method: DFT, ωB97M-V with the def2-TZVPD basis set

Last column: Löwdin charge in e.
CARTESIAN COORDINATES (ANGSTROEM)
C -2.2445 -0.0637 -0.1227  -1.276
C -0.2845 1.4373 0.4127  -0.908
C 0.5191 -0.8874 0.4450  -0.118
N -1.2361 -0.1633 -0.9801  0.003
N 0.1568 0.2878 -0.2630  -0.177
S -3.7086 -0.7053 -0.3846  0.613
S -1.9083 0.9609 1.2932  0.869
S -0.4668 2.9382 -0.6291  0.723
H 0.1771 1.7520 1.3347  0.050
H -0.2829 -1.2436 1.0682  0.061
H 0.6855 -1.6856 -0.2393  0.082
H 1.3542 -0.6722 1.1735  0.123
H -1.1648 -1.0196 -1.4123  0.086
H -1.4113 2.3495 -1.3932  -0.131

The calculation puts the HOMO energy at -8.6 eV. Its SMILES is CN1NC(=S)S[C@@H]1S.

---

Run x
Molecular formula: C3H6N2S3
Method: DFT, ωB97M-V with the def2-TZVPD basis set

Last column: Löwdin charge in e.
CARTESIAN COORDINATES (ANGSTROEM)
C 0.1699 -1.1818 0.1640  -0.188
C -1.1777 -0.6892 -0.2022  -0.362
C 1.1671 0.9505 -0.1909  -0.686
N -1.5207 0.6046 0.2727  -0.457
N 1.2337 -0.4041 0.0408  -0.524
S 2.7437 -1.1145 0.5333  0.837
S 2.5711 1.8540 -0.1793  0.568
S -3.1877 0.8819 0.5260  0.731
H 0.4220 -2.2257 0.2072  0.091
H -1.1461 -0.8054 -1.2831  0.125
H -2.1081 -1.3359 -0.0427  0.109
H 0.1718 1.3907 -0.4047  0.052
H 3.5986 -0.2506 0.1363  -0.242
H -2.9377 2.3255 0.4226  -0.053

The calculation puts the HOMO energy (spin up / spin down) at -8.3 / -7.0 eV.

---

It turns out run w is the most stable, with the second structure 0.1065 hartree higher.

---

Run w
Molecular formula: C3H6N2S3
Method: DFT, ωB97M-V with the def2-TZVPD basis set

Last column: Löwdin charge in e.
CARTESIAN COORDINATES (ANGSTROEM)
C -2.4661 0.2574 -0.5348  -0.433
C -0.2029 -1.0929 -0.2708  -0.627
C 1.7354 0.6896 1.4431  -0.642
H -3.2236 -0.5422 -0.1937  0.070
H -2.1685 0.1020 -1.5976  0.041
H -2.8581 1.3315 -0.2409  0.068
H -0.7773 -1.7310 -1.0522  0.118
H 1.4843 1.0535 2.4119  0.051
H 2.3617 -0.2560 -1.0732  -0.188
N 0.8793 -1.7070 0.0416  -0.411
N 1.9241 1.5545 0.4855  -0.439
S -0.9324 0.3593 0.3688  0.852
S 1.8276 -1.0914 1.2849  0.828
S 2.4164 1.0726 -1.0725  0.713

The calculation puts the HOMO energy at -8.7 eV. Its SMILES is CS/C=N\S/C=N\S.

---

Run x
Molecular formula: C3H6N2S3
Method: DFT, ωB97M-V with the def2-TZVPD basis set

Last column: Löwdin charge in e.
CARTESIAN COORDINATES (ANGSTROEM)
C -2.3026 0.2794 0.0417  -1.286
C 1.4774 -0.2500 -0.3030  -0.488
C 2.6120 0.5929 -0.3568  -0.524
H -1.2398 1.8850 -0.3935  0.110
H -2.9295 2.2618 0.2107  0.128
H 1.7869 -1.3670 -0.2232  0.137
H 2.8454 0.7730 -1.4847  0.104
H 2.1610 1.5169 0.3336  0.150
H 3.7408 -0.5862 1.5959  -0.065
N -2.0986 1.6006 0.2037  -0.023
N 0.3969 0.4323 -0.2648  -0.231
S -3.7636 -0.4291 0.1908  0.564
S -0.8942 -0.8238 -0.2104  0.876
S 4.3344 -0.1501 0.2757  0.548

The calculation puts the HOMO energy at -8.5 eV.

---

It turns out run w is the most stable, with the second structure 0.0079 hartree higher.

---

Run w
Molecular formula: C2H2O2
Method: DFT, ωB97M-V with the def2-TZVPD basis set

Last column: Löwdin charge in e.
CARTESIAN COORDINATES (ANGSTROEM)
C 0.3273 1.6983 -0.1347  0.029
C 0.4573 0.2201 0.0650  -0.500
O 0.7641 2.7510 -0.1972  0.260
O 1.6621 0.1884 0.3933  -0.090
H -0.2872 -0.0202 0.8814  0.124
H 0.0346 -0.4058 -0.9528  0.178

The calculation puts the HOMO energy at -9.3 eV.

---

Run x
Molecular formula: C2H2O2
Method: DFT, ωB97M-V with the def2-TZVPD basis set

Last column: Löwdin charge in e.
CARTESIAN COORDINATES (ANGSTROEM)
C -0.1069 0.5804 -1.3528  0.165
C 0.5248 0.1200 -0.4341  -0.259
O -0.0249 -0.2669 1.6970  0.004
O 0.7777 -0.6789 0.5093  -0.040
H -0.3950 1.2118 -2.0486  -0.022
H -0.7757 -0.9664 1.6292  0.151

The calculation puts the HOMO energy at -9.8 eV. Its SMILES is C#COO.

---

Run y
Molecular formula: C2H2O2
Method: DFT, ωB97M-V with the def2-TZVPD basis set

Last column: Löwdin charge in e.
CARTESIAN COORDINATES (ANGSTROEM)
C 1.4438 -0.5597 0.4043  -0.001
C -0.9208 0.1430 0.0108  -0.204
O 1.9782 -0.1523 -0.5100  0.077
O -1.3946 0.6852 0.9499  0.030
H -0.9174 0.6193 -1.0091  0.104
H -0.1893 -0.7355 0.1542  -0.005

The calculation puts the HOMO energy at -10.1 eV.

---

Run z
Molecular formula: C2H2O2
Method: DFT, ωB97M-V with the def2-TZVPD basis set

Last column: Löwdin charge in e.
CARTESIAN COORDINATES (ANGSTROEM)
C -0.6945 0.3725 -0.0708  -0.178
C 0.6948 -0.3645 -0.0682  -0.179
O -1.7905 -0.1510 -0.1740  0.071
O 1.7914 0.1564 -0.1811  0.070
H -0.4539 1.3585 0.2673  0.106
H 0.4527 -1.3718 0.2268  0.109

The calculation puts the HOMO energy at -10.1 eV. Its SMILES is O=CC=O.

---

It turns out run z is the most stable, with the second structure 0.0119 hartree higher.

---

Run w
Molecular formula: C2H7NO3
Method: DFT, ωB97M-V with the def2-TZVPD basis set

Last column: Löwdin charge in e.
CARTESIAN COORDINATES (ANGSTROEM)
O -1.8044 0.5255 -0.5752  0.102
C -0.8379 0.3141 -1.2503  -0.475
O -0.5153 1.2278 -2.2427  0.084
C 0.2073 -0.6653 -0.7305  -0.170
N -0.0525 -1.0135 0.6690  0.001
H -1.2904 1.8039 -2.1889  0.114
H 1.1683 -0.1681 -0.7576  0.117
H 0.2778 -1.5089 -1.4308  0.123
H -1.0288 -1.2640 0.7981  0.079
H 0.4006 -1.8884 0.9119  0.085
H 0.5891 0.3388 2.3781  0.006
H 1.5184 1.4174 1.8145  0.023
O 1.3678 0.8808 2.6044  -0.090

The calculation puts the HOMO energy at -10.3 eV. Its SMILES is NCC(=O)O.O.

---

Run x
Molecular formula: C2H7NO3
Method: DFT, ωB97M-V with the def2-TZVPD basis set

Last column: Löwdin charge in e.
CARTESIAN COORDINATES (ANGSTROEM)
N -0.7361 0.2690 1.2699  0.024
C -1.8307 -0.0549 0.3989  -0.364
O -1.2943 -0.3970 -0.8810  -0.071
H -0.0966 0.8949 0.7927  0.068
H -1.1113 0.7147 2.0977  0.075
H -2.3871 -0.9279 0.7672  0.113
H -2.5759 0.7479 0.2753  0.110
H -2.0614 -0.5943 -1.4268  0.085
O 3.0054 0.9982 -0.1987  0.054
C 2.7890 -0.1545 -0.4593  -0.408
O 1.7828 -0.6021 -1.1962  0.077
H 3.3917 -0.9775 -0.0630  0.138
H 1.1246 0.0836 -1.3767  0.099

The calculation puts the HOMO energy at -9.6 eV. Its SMILES is O=CO.NCO.

---

Run y
Molecular formula: C2H7NO3
Method: DFT, ωB97M-V with the def2-TZVPD basis set

Last column: Löwdin charge in e.
CARTESIAN COORDINATES (ANGSTROEM)
O 1.0368 1.1735 0.4554  -0.004
C 1.2849 0.5884 -0.5808  -0.339
N 1.0121 -0.7104 -0.8143  0.054
C 0.0300 -1.4005 0.0146  -0.230
O -1.2212 -1.4029 -0.6211  -0.040
H 1.6973 1.1645 -1.4154  0.134
H 1.2634 -1.1235 -1.6924  0.133
H 0.2966 -2.4413 0.0209  0.124
H -0.0126 -0.8378 0.9343  0.117
H -1.7196 -0.5844 -0.6868  0.091
H -0.4521 2.0301 1.4917  0.008
H -1.8343 1.3987 1.6498  0.026
O -1.3812 2.1457 1.2440  -0.075

The calculation puts the HOMO energy at -10.3 eV. Its SMILES is O=CNCO.O.

---

It turns out run w is the most stable, with the second structure 0.0073 hartree higher.